# 1
Molecular formula: C3H10N2O
Method: DFT, ωB97M-V with the def2-TZVPD basis set

CARTESIAN COORDINATES (ANGSTROEM)
N (2.01, -0.85, 0.64)
C (1.61, 0.54, 0.91)
N (0.42, 0.92, 0.04)
C (-0.48, -0.21, -0.29)
C (-1.91, 0.43, -0.40)
O (-2.52, -0.15, -1.54)
H (2.35, -1.43, 1.39)
H (1.75, -1.47, -0.11)
H (1.46, 0.69, 1.96)
H (2.50, 1.08, 0.59)
H (0.88, 1.23, -0.80)
H (-0.26, -0.65, -1.25)
H (-0.41, -1.04, 0.43)
H (-2.63, 0.38, 0.44)
H (-1.76, 1.50, -0.61)
H (-2.99, -0.97, -1.40)

Molar mass   90.126 Da
SMILES string   NCNCCO
Net charge   0
Relative energy (zero: lowest compared OMol25 entry of this formula, charge and spin)   216.3 kJ/mol
HOMO energy   -8.57 eV
Multiplicity   1
Frontier orbital gap   9.541 eV
Maximum force   0.0525 hartree/bohr
Electronic energy   -304.99226 Eh

Mulliken population analysis, charges in e, atoms 1 to 4: N -0.478; C -0.300; N -0.455; C -0.430

# 2
Molecular formula: C18H23NO3
Method: DFT, ωB97M-V with the def2-TZVPD basis set

CARTESIAN COORDINATES (ANGSTROEM)
C (2.33, -2.20, 0.23)
C (0.84, -1.80, 0.41)
C (-0.02, -3.13, 0.53)
C (0.66, -0.86, 1.58)
N (-0.39, 0.25, 1.36)
C (-1.39, 0.46, 2.53)
C (-2.86, 0.42, 1.94)
C (-3.22, -0.64, 0.88)
C (-3.84, 0.39, 3.07)
C (-0.24, 1.08, 0.31)
O (-1.04, 1.97, 0.18)
C (1.02, 1.46, -0.40)
C (2.12, 1.92, 0.26)
O (3.41, 2.07, -0.19)
C (3.55, 1.89, -1.56)
O (4.60, 2.07, -2.18)
C (2.33, 1.52, -2.41)
C (2.45, 1.45, -3.79)
C (1.39, 1.15, -4.52)
C (0.11, 1.05, -3.99)
C (-0.05, 1.04, -2.56)
C (1.08, 1.34, -1.84)
H (2.61, -2.89, -0.64)
H (2.91, -1.38, 0.19)
H (2.51, -2.88, 0.98)
H (0.64, -1.28, -0.52)
H (-1.09, -2.81, 0.34)
H (0.08, -3.59, 1.52)
H (0.31, -3.82, -0.31)
H (0.38, -1.50, 2.50)
H (1.60, -0.35, 1.89)
H (-1.19, 1.43, 2.92)
H (-1.33, -0.31, 3.28)
H (-3.04, 1.42, 1.44)
H (-4.24, -0.50, 0.60)
H (-2.62, -0.32, -0.01)
H (-3.17, -1.62, 1.11)
H (-4.00, -0.64, 3.40)
H (-4.80, 0.81, 2.65)
H (-3.56, 1.02, 3.93)
H (2.08, 2.01, 1.36)
H (3.33, 1.75, -4.29)
H (1.59, 0.88, -5.55)
H (-0.80, 0.87, -4.52)
H (-1.03, 0.81, -2.10)

Molar mass   301.386 Da
SMILES string   CC(C)CN(CC(C)C)C(=O)c1coc(=O)c2ccccc12
Net charge   0
Relative energy (zero: lowest compared OMol25 entry of this formula, charge and spin)   418.2 kJ/mol
HOMO energy   -8.62 eV
Multiplicity   1
Frontier orbital gap   8.831 eV
Maximum force   0.0930 hartree/bohr
Electronic energy   -980.07838 Eh

Mulliken population analysis, charges in e, atoms 1 to 4: C -1.967; C 1.389; C -1.334; C -1.065

# 3
Molecular formula: C15H34BNO13PS4
Method: DFT, ωB97M-V with the def2-TZVPD basis set

CARTESIAN COORDINATES (ANGSTROEM)
C (3.22, -1.99, 3.08)
B (1.95, -1.79, 2.18)
O (1.40, -2.79, 1.47)
C (1.31, -0.31, 2.08)
N (2.10, 0.68, 1.62)
C (1.68, 1.96, 1.48)
S (2.76, 3.20, 0.90)
C (0.38, 2.27, 1.82)
O (-0.13, 3.53, 1.74)
C (-0.48, 1.28, 2.30)
O (-1.71, 1.56, 2.63)
C (0.00, -0.03, 2.42)
P (-1.03, -1.42, 2.96)
O (-1.25, -2.32, 1.79)
H (4.10, -1.89, 2.44)
H (3.23, -2.95, 3.57)
H (3.30, -1.17, 3.80)
H (0.42, -2.74, 1.38)
H (3.06, 0.47, 1.37)
H (3.93, 2.59, 1.12)
H (-0.04, 3.89, 0.85)
H (-1.90, 2.49, 2.40)
H (-2.26, -0.88, 3.36)
H (-0.47, -2.12, 4.04)
O (0.12, 1.79, -1.46)
S (-0.59, 1.06, -2.48)
O (-1.90, 0.56, -2.23)
O (0.32, -0.12, -3.02)
C (0.89, -1.03, -2.05)
C (-0.12, -2.05, -1.56)
C (-0.62, 2.00, -3.97)
H (1.31, -0.47, -1.22)
H (1.71, -1.53, -2.55)
H (-0.91, -1.58, -0.98)
H (0.38, -2.78, -0.93)
H (-0.60, -2.58, -2.39)
H (0.39, 2.35, -4.19)
H (-1.29, 2.85, -3.80)
H (-1.00, 1.37, -4.77)
O (-7.05, 0.82, 5.23)
S (-6.61, -0.46, 4.79)
O (-5.21, -0.78, 4.81)
O (-7.17, -0.72, 3.33)
C (-6.95, 0.29, 2.32)
C (-5.54, 0.25, 1.77)
C (-7.51, -1.73, 5.61)
H (-7.19, 1.27, 2.73)
H (-7.67, 0.08, 1.54)
H (-4.81, 0.54, 2.52)
H (-5.45, 0.93, 0.92)
H (-5.28, -0.76, 1.44)
H (-8.57, -1.50, 5.55)
H (-7.18, -1.73, 6.65)
H (-7.28, -2.68, 5.14)
O (4.34, -1.21, -3.50)
S (4.15, 0.03, -4.18)
O (3.50, 0.08, -5.45)
O (5.54, 0.79, -4.28)
C (6.66, 0.08, -4.85)
C (6.61, 0.03, -6.36)
C (3.36, 1.16, -3.10)
H (6.72, -0.92, -4.41)
H (7.54, 0.63, -4.52)
H (5.78, -0.59, -6.71)
H (7.54, -0.39, -6.75)
H (6.47, 1.03, -6.77)
H (3.89, 1.16, -2.15)
H (2.34, 0.83, -2.97)
H (3.38, 2.16, -3.54)

Molar mass   606.485 Da
Net charge   +1
HOMO energy   -12.62 eV
Multiplicity   1
Frontier orbital gap   8.737 eV
Maximum force   0.0362 hartree/bohr
Electronic energy   -3583.60339 Eh

Mulliken population analysis, charges in e, atoms 1 to 4: C -1.022; B 0.461; O -0.538; C -0.894

# 4
Molecular formula: C4H3I
Method: DFT, ωB97M-V with the def2-TZVPD basis set

CARTESIAN COORDINATES (ANGSTROEM)
C (0.40, 3.21, -1.00)
C (0.11, 2.13, -0.48)
C (0.66, -0.09, 0.00)
C (-0.24, 0.81, -0.37)
I (-2.78, -2.67, 0.97)
H (0.42, -1.12, 0.48)
H (1.61, 0.46, 0.35)
H (-1.26, 0.53, -0.62)

Molar mass   177.972 Da
Net charge   0
Relative energy (zero: lowest compared OMol25 entry of this formula, charge and spin)   414.0 kJ/mol
HOMO energy (alpha / beta)   -10.22 / -10.12 eV
Multiplicity   1
Frontier orbital gap (alpha / beta)   6.454 / 7.307 eV
Maximum force   0.0885 hartree/bohr
Electronic energy   -451.65680 Eh

Mulliken population analysis, charges in e, atoms 1 to 4: C -0.381; C 0.038; C -0.454; C 0.012

# 5
Molecular formula: C42H84Cl6O9
Method: DFT, ωB97M-V with the def2-TZVPD basis set

CARTESIAN COORDINATES (ANGSTROEM)
C (8.44, 14.20, 9.95)
C (8.95, 14.69, 11.28)
C (9.35, 16.15, 11.03)
O (9.02, 16.48, 9.74)
C (8.08, 15.52, 9.31)
H (7.57, 13.54, 10.04)
H (9.21, 13.70, 9.44)
H (9.84, 14.15, 11.63)
H (8.18, 14.73, 12.07)
H (10.43, 16.29, 11.22)
H (8.87, 16.78, 11.74)
H (8.09, 15.59, 8.22)
H (7.08, 15.84, 9.63)
C (13.26, 18.18, 8.31)
C (14.32, 18.16, 9.40)
C (13.90, 16.89, 10.21)
O (12.49, 16.83, 10.15)
C (12.00, 17.58, 9.10)
H (13.57, 17.55, 7.48)
H (13.09, 19.23, 8.06)
H (14.14, 18.94, 10.16)
H (15.34, 18.17, 9.00)
H (14.28, 16.93, 11.28)
H (14.40, 16.01, 9.77)
H (11.44, 18.38, 9.56)
H (11.33, 16.96, 8.43)
C (12.80, 20.28, 14.14)
C (14.30, 20.41, 14.08)
C (14.74, 19.02, 14.68)
O (13.63, 18.10, 14.78)
C (12.47, 18.84, 14.28)
H (12.34, 20.72, 13.25)
H (12.36, 20.87, 14.93)
H (14.61, 21.23, 14.78)
H (14.68, 20.49, 13.05)
H (15.15, 19.20, 15.66)
H (15.42, 18.49, 14.07)
H (11.61, 18.66, 14.90)
H (12.17, 18.49, 13.31)
C (12.38, 13.86, 7.93)
C (11.46, 13.91, 6.65)
C (10.92, 12.46, 6.50)
O (11.80, 11.67, 7.26)
C (12.00, 12.49, 8.41)
H (12.07, 14.65, 8.63)
H (13.40, 13.93, 7.67)
H (12.10, 14.17, 5.79)
H (10.64, 14.66, 6.73)
H (10.89, 12.01, 5.51)
H (9.89, 12.44, 6.94)
H (12.73, 11.93, 9.00)
H (11.07, 12.42, 9.08)
C (9.83, 10.92, 13.69)
C (9.94, 10.15, 12.36)
C (8.80, 10.79, 11.51)
O (7.79, 11.18, 12.43)
C (8.35, 11.23, 13.75)
H (10.41, 11.87, 13.61)
H (10.24, 10.35, 14.51)
H (9.76, 9.09, 12.52)
H (10.82, 10.23, 11.85)
H (8.32, 10.09, 10.83)
H (9.10, 11.68, 10.93)
H (7.78, 10.54, 14.42)
H (8.14, 12.21, 14.05)
C (20.53, 12.45, 16.11)
C (21.26, 11.53, 17.09)
C (22.28, 12.41, 17.85)
O (21.89, 13.79, 17.52)
C (21.42, 13.71, 16.15)
H (19.48, 12.66, 16.37)
H (20.51, 12.02, 15.08)
H (21.83, 10.84, 16.45)
H (20.54, 10.92, 17.61)
H (23.26, 12.09, 17.52)
H (22.26, 12.23, 18.93)
H (22.28, 13.54, 15.47)
H (20.83, 14.57, 15.84)
C (19.03, 16.76, 12.39)
C (18.24, 15.84, 13.41)
C (19.29, 14.83, 13.63)
O (20.56, 15.46, 13.63)
C (20.45, 16.79, 13.08)
H (18.60, 17.73, 12.35)
H (18.99, 16.26, 11.43)
H (17.38, 15.47, 12.93)
H (17.93, 16.37, 14.34)
H (19.22, 14.08, 12.88)
H (19.14, 14.27, 14.56)
H (21.34, 16.98, 12.47)
H (20.46, 17.52, 13.92)
C (14.53, 9.92, 15.77)
C (14.19, 8.94, 16.86)
C (12.68, 9.22, 17.01)
O (12.37, 10.46, 16.47)
C (13.67, 11.09, 16.08)
H (14.22, 9.43, 14.85)
H (15.57, 10.16, 15.57)
H (14.75, 9.20, 17.81)
H (14.52, 7.95, 16.47)
H (12.35, 9.11, 18.09)
H (12.09, 8.41, 16.52)
H (13.96, 11.61, 16.96)
H (13.35, 11.71, 15.27)
C (17.49, 14.59, 18.46)
C (16.58, 15.93, 18.45)
C (15.15, 15.37, 18.60)
O (15.17, 14.00, 18.31)
C (16.40, 13.53, 18.84)
H (18.24, 14.70, 19.22)
H (17.97, 14.46, 17.46)
H (16.79, 16.41, 17.43)
H (16.84, 16.64, 19.26)
H (14.48, 15.86, 17.87)
H (14.89, 15.46, 19.70)
H (16.59, 12.57, 18.43)
H (16.21, 13.55, 19.93)
Cl (9.16, 14.23, 18.37)
C (9.48, 14.00, 16.66)
C (10.61, 15.00, 16.25)
Cl (10.45, 15.54, 14.56)
H (8.56, 14.31, 16.18)
H (9.70, 12.99, 16.33)
H (11.61, 14.49, 16.27)
H (10.68, 15.86, 16.89)
Cl (13.32, 13.60, 13.38)
C (14.35, 14.92, 13.87)
C (15.08, 14.70, 15.19)
Cl (16.34, 13.44, 15.05)
H (13.79, 15.78, 14.08)
H (15.12, 15.19, 13.16)
H (14.57, 14.39, 16.07)
H (15.65, 15.63, 15.11)
Cl (16.10, 13.30, 11.25)
C (16.40, 11.78, 12.11)
C (16.14, 10.65, 11.12)
Cl (17.33, 10.51, 9.86)
H (15.65, 11.81, 12.93)
H (17.44, 11.78, 12.52)
H (15.14, 10.83, 10.75)
H (16.13, 9.70, 11.68)

Molar mass   945.843 Da
SMILES string   C1CCOC1.C1CCOC1.C1CCOC1.C1CCOC1.C1CCOC1.C1CCOC1.C1CCOC1.C1CCOC1.C1CCOC1.ClCCCl.ClCCCl.ClCCCl
Net charge   0
HOMO energy   -9.27 eV
Multiplicity   1
Frontier orbital gap   9.677 eV
Maximum force   0.0580 hartree/bohr
Electronic energy   -5088.76380 Eh

Mulliken population analysis, charges in e, atoms 1 to 4: C 0.350; C 0.112; C -0.124; O -0.464

# 6
Molecular formula: C22H49BBrFN4O7P
Method: DFT, ωB97M-V with the def2-TZVPD basis set

CARTESIAN COORDINATES (ANGSTROEM)
C (3.75, -3.62, -2.53)
C (3.94, -2.48, -3.57)
B (3.90, -1.03, -2.96)
O (4.97, -0.20, -3.07)
C (2.55, -0.48, -2.23)
C (2.56, 0.88, -1.52)
P (4.19, 1.59, -0.94)
O (3.49, 2.67, 0.06)
Br (4.89, -0.05, 0.43)
C (1.81, 1.84, -2.45)
F (2.60, 2.61, -3.27)
C (0.97, 0.87, -3.23)
N (1.34, -0.34, -3.08)
C (0.55, -1.39, -3.71)
C (-0.73, -1.59, -2.87)
O (-1.46, -0.61, -2.77)
N (-1.01, -2.83, -2.36)
C (0.15, -3.59, -1.85)
C (-2.08, -2.77, -1.34)
H (3.11, -4.39, -2.93)
H (3.38, -3.27, -1.57)
H (4.71, -4.09, -2.35)
H (3.26, -2.57, -4.41)
H (4.93, -2.60, -4.01)
H (5.72, -0.51, -2.55)
H (2.32, -1.23, -1.47)
H (1.97, 0.74, -0.62)
H (2.57, 2.46, 0.22)
H (1.20, 2.52, -1.86)
H (0.13, 1.20, -3.82)
H (1.10, -2.30, -3.87)
H (0.20, -1.01, -4.66)
H (0.75, -2.99, -1.17)
H (-0.20, -4.47, -1.34)
H (0.77, -3.92, -2.67)
H (-1.74, -2.18, -0.50)
H (-2.25, -3.78, -0.98)
H (-3.01, -2.40, -1.74)
C (1.29, 9.80, -0.68)
O (2.36, 8.93, -0.38)
C (2.74, 8.93, 0.99)
C (2.45, 7.59, 1.62)
N (1.01, 7.37, 1.74)
C (0.64, 6.02, 2.14)
C (0.96, 4.88, 1.17)
O (0.24, 4.92, -0.05)
C (0.84, 5.70, -1.08)
H (1.17, 9.80, -1.76)
H (0.36, 9.48, -0.22)
H (1.51, 10.83, -0.36)
H (2.24, 9.73, 1.54)
H (3.82, 9.11, 1.04)
H (2.90, 7.55, 2.62)
H (2.93, 6.82, 1.00)
H (0.57, 7.58, 0.85)
H (-0.44, 6.02, 2.30)
H (1.10, 5.80, 3.11)
H (0.66, 3.95, 1.66)
H (2.04, 4.80, 0.98)
H (1.93, 5.70, -1.01)
H (0.48, 6.73, -1.06)
H (0.54, 5.27, -2.03)
C (-6.89, -4.61, 3.54)
O (-5.80, -4.99, 4.36)
C (-5.51, -6.38, 4.34)
C (-4.16, -6.64, 3.71)
N (-4.19, -6.35, 2.28)
C (-2.88, -6.37, 1.64)
C (-1.87, -5.31, 2.06)
O (-2.24, -3.98, 1.70)
C (-3.05, -3.31, 2.65)
H (-7.08, -3.56, 3.71)
H (-6.67, -4.76, 2.48)
H (-7.79, -5.18, 3.80)
H (-6.29, -6.94, 3.83)
H (-5.48, -6.72, 5.38)
H (-3.88, -7.68, 3.86)
H (-3.43, -6.01, 4.25)
H (-4.61, -5.45, 2.14)
H (-3.05, -6.26, 0.56)
H (-2.43, -7.35, 1.79)
H (-0.94, -5.51, 1.52)
H (-1.62, -5.36, 3.12)
H (-2.84, -3.63, 3.67)
H (-4.12, -3.45, 2.45)
H (-2.84, -2.24, 2.57)

Molar mass   622.343 Da
Net charge   +1
HOMO energy   -10.45 eV
Multiplicity   1
Frontier orbital gap   6.197 eV
Maximum force   0.0280 hartree/bohr
Electronic energy   -4653.17403 Eh

Mulliken population analysis, charges in e, atoms 1 to 4: C -1.078; C -0.496; B 0.679; O -0.565

# 7
Molecular formula: C33H29N6NiO4
Method: DFT, ωB97M-V with the def2-TZVPD basis set

CARTESIAN COORDINATES (ANGSTROEM)
Ni (0.77, 0.83, -0.59)
C (2.90, 1.70, 4.64)
C (3.10, 0.42, 4.20)
C (2.39, -0.10, 3.10)
C (1.33, 0.59, 2.47)
C (1.12, 1.92, 3.01)
C (1.94, 2.47, 4.02)
N (0.67, 0.14, 1.42)
C (-0.16, -0.92, 1.58)
C (-0.58, -1.54, 2.77)
C (-1.55, -2.56, 2.76)
C (-2.23, -2.96, 1.54)
C (-1.84, -2.33, 0.35)
C (-0.81, -1.42, 0.37)
N (-0.46, -0.78, -0.83)
N (-0.98, -1.14, -1.88)
C (-0.56, -0.32, -2.95)
C (-1.04, -0.72, -4.22)
C (-0.68, 0.09, -5.28)
C (0.24, 1.18, -5.05)
C (0.72, 1.33, -3.76)
N (0.31, 0.60, -2.73)
H (3.54, 2.10, 5.44)
H (3.82, -0.23, 4.74)
H (2.81, -1.03, 2.71)
H (0.45, 2.60, 2.54)
H (1.80, 3.49, 4.36)
H (-0.21, -1.28, 3.75)
H (-1.77, -3.11, 3.66)
H (-2.96, -3.79, 1.43)
H (-2.46, -2.55, -0.53)
H (-1.76, -1.50, -4.34)
H (-0.98, -0.22, -6.28)
H (0.62, 1.81, -5.89)
H (1.43, 2.16, -3.58)
O (4.96, -0.07, -0.24)
C (3.79, -0.36, -0.44)
O (2.84, 0.40, -0.91)
C (3.43, -1.84, -0.17)
C (4.12, -2.59, 0.78)
C (3.70, -3.85, 1.16)
C (2.61, -4.45, 0.51)
C (1.96, -3.78, -0.50)
C (2.34, -2.49, -0.82)
N (2.26, -5.77, 0.92)
O (1.33, -6.31, 0.31)
O (2.86, -6.31, 1.83)
H (5.04, -2.18, 1.24)
H (4.22, -4.45, 1.91)
H (1.15, -4.20, -1.03)
H (1.76, -1.87, -1.52)
C (-4.29, 1.68, 0.52)
N (-4.10, 1.64, -0.96)
C (-4.80, 0.52, -1.55)
C (-2.66, 1.54, -1.32)
C (-1.75, 2.67, -0.98)
C (-2.28, 3.96, -1.00)
C (-1.46, 5.07, -0.81)
C (-0.12, 4.87, -0.50)
C (0.39, 3.59, -0.42)
C (-0.39, 2.43, -0.57)
H (-5.31, 1.48, 0.82)
H (-3.94, 2.63, 0.96)
H (-3.68, 0.86, 0.98)
H (-5.89, 0.60, -1.24)
H (-4.36, -0.49, -1.21)
H (-4.64, 0.66, -2.60)
H (-2.75, 1.46, -2.39)
H (-2.23, 0.61, -0.94)
H (-3.31, 4.11, -1.16)
H (-1.86, 6.06, -0.89)
H (0.57, 5.70, -0.35)
H (1.52, 3.58, -0.42)

Molar mass   632.326 Da
Net charge   -1
Relative energy (zero: lowest compared OMol25 entry of this formula, charge and spin)   0.0 kJ/mol
HOMO energy (alpha / beta)   -4.57 / -4.56 eV
Multiplicity   3
Frontier orbital gap (alpha / beta)   5.956 / 5.958 eV
Maximum force   0.1078 hartree/bohr
Electronic energy   -3412.64600 Eh

Mulliken population analysis, charges in e, atoms 1 to 4: Ni -0.393; C -0.325; C -0.875; C 0.765

# 8
Molecular formula: C3H4CaLiO3
Method: DFT, ωB97M-V with the def2-TZVPD basis set

CARTESIAN COORDINATES (ANGSTROEM)
O (-1.59, 0.51, 0.32)
C (-0.92, -0.72, 0.05)
C (0.48, -0.51, -0.54)
O (2.38, -0.19, 0.39)
C (2.50, 1.04, 0.62)
O (1.68, 1.91, 0.35)
Li (-3.30, 0.48, 0.81)
Ca (-0.34, 1.95, -0.21)
H (-1.52, -1.32, -0.65)
H (-0.84, -1.29, 0.99)
H (0.56, -0.35, -1.62)
H (0.90, -1.52, -0.52)

Molar mass   135.081 Da
Net charge   +1
Relative energy (zero: lowest compared OMol25 entry of this formula, charge and spin)   348.7 kJ/mol
HOMO energy (alpha / beta)   -10.90 / -11.09 eV
Multiplicity   1
Frontier orbital gap (alpha / beta)   6.041 / 6.256 eV
Maximum force   0.0788 hartree/bohr
Electronic energy   -1027.30378 Eh

Mulliken population analysis, charges in e, atoms 1 to 4: O -0.966; C 0.403; C -1.599; O -0.337

# 9
Molecular formula: C4H5N3
Method: DFT, ωB97M-V with the def2-TZVPD basis set

CARTESIAN COORDINATES (ANGSTROEM)
N (-0.01, -2.15, 0.02)
C (-0.50, -0.94, 0.15)
C (0.16, 0.13, -0.66)
N (-0.85, 1.12, -0.98)
C (-0.81, 1.94, 0.01)
N (0.14, 1.72, 1.02)
C (0.75, 0.66, 0.64)
H (0.59, -2.51, -0.72)
H (-0.32, -2.84, 0.69)
H (0.84, -0.07, -1.51)
H (-1.50, 2.77, 0.11)
H (1.51, 0.16, 1.23)

Molar mass   95.105 Da
Net charge   0
Relative energy (zero: lowest compared OMol25 entry of this formula, charge and spin)   346.7 kJ/mol
HOMO energy   -8.66 eV
Multiplicity   1
Frontier orbital gap   8.963 eV
Maximum force   0.0104 hartree/bohr
Electronic energy   -319.58017 Eh

Mulliken population analysis, charges in e, atoms 1 to 4: N -0.210; C -0.883; C 0.762; N -0.504